Entry 1:
The following is a quantum chemistry calculation of a structure of composition C34H28CsN7O3S in a non-equilibrium geometry, from OMol25.

Positions of all 74 atoms, in Å:
C1 3.112 -7.166 0.297
H1 -5.634 -1.959 0.908
H2 2.120 8.740 -0.205
C2 -3.527 1.749 -1.389
C3 1.321 6.750 -0.347
C4 -5.277 -0.910 3.392
H3 -6.784 1.027 2.368
N1 -0.412 4.333 -0.587
H4 -4.380 -1.204 3.942
C5 -3.752 2.913 -0.670
C6 5.839 1.323 -0.482
C7 2.985 5.006 -0.303
S1 1.281 -3.571 1.022
N2 1.192 -2.800 -0.387
H5 -3.425 0.809 1.175
C8 4.006 -0.644 -0.254
H6 -3.308 -4.067 -2.000
H7 3.254 -1.421 -0.156
C9 2.500 -6.179 1.061
H8 -5.991 -0.483 4.108
C10 2.090 -5.033 0.407
H9 6.523 2.156 -0.565
C11 1.673 5.413 -0.376
N3 -4.927 0.083 2.410
C12 -2.397 -1.313 -0.123
C13 3.681 7.269 -0.159
H10 -5.728 -1.830 2.989
C14 -4.616 -3.104 -0.588
C15 -2.686 3.735 -0.371
H11 -2.013 0.534 -2.287
C16 1.753 -3.499 -1.397
C17 2.266 -4.853 -0.946
O1 0.007 -3.950 1.573
H12 -4.751 3.178 -0.343
H13 2.350 -6.302 2.127
H14 7.328 -0.207 -0.582
H15 4.461 8.017 -0.071
C18 -3.698 -0.140 1.644
H16 -6.577 -0.144 1.050
C19 -2.361 -2.386 -1.029
N4 4.139 2.947 -0.333
H17 -2.806 4.661 0.172
H18 5.045 5.579 -0.141
H19 3.776 -7.781 -1.647
C20 -3.422 -3.261 -1.276
C21 5.334 -1.005 -0.366
N5 -1.182 2.247 -1.487
Cs1 0.693 -0.125 -0.172
C22 0.862 4.160 -0.494
N6 3.566 0.616 -0.256
C23 -4.709 -2.077 0.351
C24 -1.399 3.376 -0.807
C25 2.957 3.506 -0.363
H20 -5.707 1.396 1.012
H21 -5.456 -3.770 -0.761
C26 6.271 0.018 -0.488
H22 -2.902 -0.344 2.368
C27 2.877 -5.833 -1.710
C28 -3.629 -1.225 0.573
C29 4.457 1.608 -0.360
O2 1.887 -3.121 -2.557
H23 3.014 -5.675 -2.773
C30 3.297 -6.994 -1.074
C31 -6.049 0.599 1.673
C32 -2.226 1.456 -1.760
H24 3.451 -8.081 0.769
H25 -4.318 1.048 -1.619
H26 5.614 -2.050 -0.357
H27 -1.442 -2.576 -1.595
C33 2.350 7.680 -0.234
O3 2.180 -2.863 1.914
H28 0.279 7.037 -0.410
N7 1.681 3.056 -0.452
C34 4.018 5.919 -0.195

Output
gap between HOMO and LUMO = 5.1 eV
calculated total energy = -63669.4851 eV
F_max = 1.544 eV/A
HOMO level = -1.1 eV
charge = -2
LUMO energy = 0.1483 Eh
spin multiplicity = 1



Entry 2:
The following is a quantum chemistry calculation of a structure of composition C34H28N4O2Sr in a non-equilibrium geometry, from OMol25.

Positions of all 69 atoms, in Å:
C1 5.071 -0.954 -0.697
C2 6.462 -0.800 -0.719
C3 4.964 0.832 0.935
N1 4.444 -1.892 -1.509
C4 -5.790 -0.749 1.154
C5 -1.312 -1.472 3.495
C6 4.925 -3.120 -3.522
H1 0.433 4.061 3.766
O1 2.290 0.078 1.357
C7 5.092 -2.977 -2.145
H2 7.048 -1.427 -1.380
C8 0.699 3.644 -0.032
H3 -3.021 -2.427 6.260
N2 -0.451 1.863 3.035
H4 5.379 -4.274 -5.268
H5 5.106 -3.277 0.503
Sr1 0.249 0.077 0.360
C9 4.323 -0.122 0.148
C10 2.849 -0.224 0.259
C11 -2.538 -1.779 5.538
H6 -0.834 -1.893 2.617
H7 -7.754 -0.926 1.986
C12 0.170 2.554 0.683
H8 6.850 -3.445 0.439
H9 7.783 -6.659 -2.075
C13 -1.297 -0.105 3.706
C14 6.299 -5.081 -3.498
H10 -1.924 -3.385 4.249
H11 4.343 -2.374 -4.051
O2 2.163 -0.601 -0.770
H12 4.350 1.445 1.583
H13 1.517 5.635 -0.065
H14 -8.826 0.380 0.184
C15 1.127 4.832 0.552
N3 -2.471 -0.626 0.071
H15 1.381 5.919 2.398
H16 6.820 1.742 1.510
C16 -3.605 -0.458 0.083
H17 -1.894 1.513 4.959
H18 -5.304 -1.315 1.939
C17 5.830 -3.921 -1.423
C18 -5.040 -0.226 0.106
C19 -7.757 0.209 0.162
H19 -3.005 0.027 6.608
H20 -7.471 1.304 -1.662
C20 -2.527 -0.400 5.735
H21 8.158 0.260 0.020
N4 -0.646 0.700 2.675
C21 6.337 0.990 0.901
C22 5.512 -4.174 -4.197
C23 7.080 0.157 0.068
C24 5.912 -3.876 0.080
C25 0.120 2.791 2.069
C26 1.050 5.001 1.929
H22 6.788 -5.896 -4.019
C27 7.292 -5.978 -1.379
C28 -6.998 0.729 -0.878
H23 5.840 -4.881 0.499
C29 -1.909 0.440 4.822
H24 3.483 -1.699 -1.741
H25 6.685 -6.582 -0.699
C30 0.525 3.971 2.689
C31 -1.927 -2.315 4.414
H26 -5.023 0.915 -1.712
H27 8.063 -5.500 -0.770
H28 0.793 3.576 -1.113
C32 -7.158 -0.527 1.176
C33 -5.630 0.514 -0.912
C34 6.461 -4.963 -2.124

Output
gap between HOMO and LUMO = 7.0 eV
calculated total energy = -46604.6162 eV
F_max = 2.402 eV/A
HOMO level = -7.3 eV
LUMO energy = -0.0104 Eh
spin multiplicity = 1



Entry 3:
The following is a quantum chemistry calculation of a structure of composition C34H28N6STi in a non-equilibrium geometry, from OMol25.

Positions of all 70 atoms, in Å:
H1 3.443 2.791 3.777
C1 -0.310 -4.840 -3.163
H2 -2.525 -2.683 0.357
N1 -0.305 -2.094 -0.747
C2 -2.231 4.901 1.923
C3 3.519 2.263 2.834
C4 4.789 2.047 2.280
N2 1.562 0.635 0.118
H3 1.390 2.028 2.624
N3 3.549 0.401 -0.803
C5 -1.021 -4.325 -4.230
C6 3.777 0.996 0.429
C7 -0.621 -2.730 -1.953
S1 0.698 -4.468 -0.573
C8 -0.124 -4.040 -2.046
H4 5.664 2.396 2.810
C9 0.335 -1.152 1.702
H5 -1.955 -1.252 2.536
C10 -2.559 5.806 0.907
H6 -2.450 5.173 2.948
C11 -2.557 -1.607 0.442
H7 -2.338 1.342 1.916
H8 -0.250 1.824 -3.524
H9 -1.339 3.034 2.467
C12 -1.547 -3.037 -4.157
H10 -2.129 -2.659 -4.988
H11 -1.163 4.216 -2.746
N4 -0.738 2.273 -0.272
C13 0.600 -0.696 2.989
C14 1.406 -3.263 2.299
C15 0.355 -2.897 0.059
C16 -0.608 2.572 -1.546
C17 -2.258 5.532 -0.413
H12 0.091 -5.845 -3.187
N5 0.165 0.322 -2.063
C18 2.369 1.833 2.208
C19 4.938 1.418 1.061
C20 1.524 -0.263 -2.161
H13 -1.846 -1.281 -3.009
H14 1.459 -1.121 4.904
C21 2.226 0.220 -0.941
C22 2.506 1.165 0.994
H15 -1.183 -4.927 -5.114
H16 -3.035 6.743 1.160
H17 5.914 1.272 0.616
N6 -1.166 3.759 -1.849
C23 0.739 -2.453 1.373
C24 -1.356 3.376 0.326
C25 -2.864 0.578 -0.097
H18 -3.311 -1.022 -1.555
C26 -2.349 0.516 1.230
H19 4.262 0.174 -1.479
C27 -1.358 -2.246 -3.039
C28 1.267 -1.494 3.906
H20 2.031 0.074 -3.067
H21 -3.128 1.476 -0.630
C29 0.146 1.734 -2.513
C30 -2.234 -0.871 1.571
H22 1.171 2.114 -2.526
H23 1.473 -1.349 -2.194
C31 1.678 -2.778 3.560
C32 -1.645 4.316 -0.673
C33 -1.626 3.690 1.656
C34 -2.955 -0.722 -0.585
H24 0.261 0.283 3.309
H25 1.700 -4.270 2.022
Ti1 -0.559 0.009 0.119
H26 2.191 -3.397 4.283
H27 -2.475 6.239 -1.203
H28 -0.439 -0.211 -2.678

Output
gap between HOMO and LUMO = 7.7 eV
calculated total energy = -78593.8007 eV
F_max = 1.087 eV/A
HOMO level = -13.8 eV
charge = +2
LUMO energy = -0.2224 Eh
spin multiplicity = 1